Here is C41H36BF4N6O8P2Se2Ti as an isolated structure from OMol25. Energies are from the ωB97M-V functional and the def2-TZVPD basis.

The geometry in XYZ format:
```
101
C41H36BF4N6O8P2Se2Ti, DFT the ωB97M-V functional and the def2-TZVPD basis
Ti 0.312 -0.532 0.390
Se 0.062 3.709 5.275
P -0.382 4.304 3.312
C 0.916 5.494 2.860
C 1.054 6.599 3.696
C 2.130 7.449 3.554
C 3.085 7.195 2.580
C 2.959 6.087 1.762
C 1.887 5.223 1.909
C -1.997 5.140 3.327
C -3.037 4.358 3.822
C -4.286 4.911 4.020
C -4.501 6.248 3.724
C -3.472 7.021 3.214
C -2.214 6.476 3.022
C -0.413 2.980 2.103
C -0.985 2.562 0.878
N -0.508 1.330 0.688
N 0.284 1.008 1.693
N 0.354 1.969 2.551
P -1.695 3.256 -0.666
Se -1.135 2.263 -2.450
C -3.322 4.110 -0.699
C -3.890 4.324 -1.946
C -5.207 4.737 -2.039
C -5.948 4.963 -0.893
C -5.367 4.783 0.351
C -4.061 4.345 0.451
C -0.562 4.743 -0.638
C 0.719 4.628 -1.167
C 1.562 5.721 -1.225
C 1.145 6.947 -0.731
C -0.119 7.067 -0.181
C -0.969 5.974 -0.139
H 0.320 6.762 4.475
H 2.234 8.299 4.214
H 3.928 7.862 2.463
H 3.702 5.884 1.005
H 1.798 4.351 1.277
H -2.853 3.315 4.049
H -5.092 4.298 4.394
H -5.476 6.688 3.888
H -3.652 8.058 2.963
H -1.412 7.084 2.624
H -3.319 4.111 -2.841
H -5.668 4.841 -3.010
H -6.988 5.247 -0.970
H -5.944 4.944 1.252
H -3.631 4.124 1.416
H 1.053 3.681 -1.568
H 2.540 5.616 -1.675
H 1.805 7.805 -0.753
H -0.452 8.027 0.198
H -1.967 6.092 0.265
N 3.102 0.598 1.396
C 3.626 0.025 0.169
C 2.705 0.535 -0.972
O 3.168 1.135 -1.922
O 1.466 0.292 -0.758
H 3.325 1.586 1.455
H 3.426 0.126 2.231
H 3.522 -1.065 0.217
H 4.675 0.288 -0.058
C 2.872 -4.587 3.045
C 1.506 -4.368 2.389
C 1.283 -5.377 1.255
C 0.386 -4.478 3.432
C 1.441 -3.023 1.821
C 1.373 -1.897 1.388
H 2.938 -5.596 3.449
H 3.007 -3.869 3.850
H 3.664 -4.443 2.313
H 1.213 -6.388 1.657
H 2.097 -5.333 0.533
H 0.365 -5.137 0.723
H 0.385 -5.460 3.906
H -0.579 -4.316 2.957
H 0.497 -3.712 4.196
O -0.666 -3.733 -1.624
C -0.890 -2.553 -1.422
O -0.059 -1.742 -0.860
C -2.200 -1.914 -1.812
C -2.494 -0.664 -1.301
C -3.744 -0.073 -1.529
C -4.677 -0.712 -2.352
C -4.343 -1.943 -2.903
C -3.123 -2.573 -2.617
N -5.256 -2.584 -3.783
O -4.895 -3.622 -4.341
O -6.366 -2.082 -3.965
N -4.026 1.134 -0.918
O -5.136 1.682 -1.061
O -3.102 1.665 -0.195
H -1.762 -0.136 -0.702
H -5.628 -0.244 -2.565
H -2.906 -3.548 -3.025
F -2.370 0.215 2.786
B -1.734 -0.990 2.778
F -0.508 -0.932 3.388
F -2.501 -2.002 3.251
F -1.410 -1.278 1.340
```

Computed properties:
Total charge: -2
Multiplicity: 2
Energy: -252359.178 eV
Maximum force: 2.5 eV/A
Frontier orbital gap (alpha / beta): 0.191 / 0.246 Ha



Here is C41H36CaClN10O4PS2 as an isolated structure from OMol25. Energies are from the ωB97M-V functional and the def2-TZVPD basis.

The geometry in XYZ format:
```
96
C41H36CaClN10O4PS2, DFT the ωB97M-V functional and the def2-TZVPD basis
Ca 0.820 -0.544 0.103
C -0.368 -2.379 4.405
C 0.027 -2.359 3.127
N -0.418 -1.308 2.257
C -0.713 -0.096 3.021
C -1.228 -0.273 4.320
N -1.143 -1.382 5.023
C -0.296 1.167 2.512
C -0.821 2.401 3.005
C -0.369 3.591 2.518
C 0.649 3.603 1.545
C 1.101 2.390 1.084
N 0.637 1.211 1.525
C 2.180 2.328 0.036
C 2.450 3.388 -0.828
N 3.452 3.359 -1.701
C 4.179 2.242 -1.737
C 3.887 1.167 -0.924
N 2.898 1.207 -0.036
C -0.966 4.869 2.997
C -1.189 5.930 2.131
C -1.734 7.107 2.621
N -2.067 7.303 3.902
C -1.861 6.270 4.727
C -1.325 5.055 4.326
H -0.044 -3.190 5.051
H 0.631 -3.148 2.685
H -1.680 0.576 4.838
H -1.639 2.385 3.717
H 1.073 4.535 1.197
H 1.836 4.281 -0.817
H 4.992 2.199 -2.452
H 4.448 0.242 -0.989
H -0.976 5.825 1.074
H -1.920 7.937 1.948
H -2.134 6.427 5.767
H -1.168 4.262 5.050
Cl 5.710 -6.071 1.910
C 4.684 -4.649 1.730
C 4.870 -3.546 2.596
C 4.098 -2.424 2.477
C 3.074 -2.309 1.468
O 2.387 -1.252 1.341
C 2.894 -3.468 0.634
C 1.834 -3.519 -0.344
O 0.990 -2.651 -0.544
C 3.714 -4.607 0.778
H 5.635 -3.606 3.362
H 4.227 -1.576 3.143
H 1.781 -4.445 -0.942
H 3.556 -5.458 0.120
C -1.547 -1.772 1.381
C -2.750 -2.316 2.118
C -2.875 -3.675 2.383
C -3.956 -4.169 3.097
C -4.936 -3.295 3.557
C -4.826 -1.932 3.295
C -3.741 -1.453 2.580
C -6.077 -3.807 4.300
N -6.976 -4.220 4.889
H -1.851 -0.923 0.776
H -1.144 -2.544 0.717
H -2.107 -4.353 2.028
H -4.048 -5.228 3.301
H -5.592 -1.257 3.654
H -3.652 -0.391 2.374
N -4.237 3.606 -2.138
C -3.392 3.121 -1.495
N -2.465 2.670 -0.675
C -1.744 1.596 -0.734
N -1.043 0.666 -0.612
C 2.563 0.117 -5.998
C 2.259 -1.339 -5.684
C 3.326 -2.008 -4.834
O 0.950 -1.517 -5.142
P 0.232 -1.001 -3.774
S -0.916 -2.476 -3.200
S 1.530 -0.079 -2.568
O -0.631 0.245 -4.336
C -1.773 0.078 -5.196
C -1.439 0.666 -6.556
C -2.936 0.757 -4.515
H 3.525 0.188 -6.518
H 2.608 0.707 -5.081
H 1.785 0.538 -6.639
H 2.201 -1.882 -6.625
H 3.515 -1.443 -3.921
H 4.252 -2.086 -5.412
H 2.999 -3.013 -4.553
H -1.994 -0.981 -5.299
H -1.256 1.743 -6.468
H -2.268 0.506 -7.254
H -0.540 0.190 -6.961
H -2.726 1.814 -4.342
H -3.129 0.283 -3.548
H -3.836 0.676 -5.131
```

Computed properties:
Total charge: -2
Energy: -128120.989 eV
Maximum force: 2.3 eV/A
Frontier orbital gap: 0.210 Ha



Here is C41H36N4O4S3Tl as an isolated structure from OMol25. Energies are from the ωB97M-V functional and the def2-TZVPD basis.

The geometry in XYZ format:
```
89
C41H36N4O4S3Tl, DFT the ωB97M-V functional and the def2-TZVPD basis
Tl -0.450 -1.336 0.144
C 4.328 3.377 0.408
O 3.424 4.375 -0.154
C 2.429 4.811 0.740
C 1.216 5.067 0.186
C 0.170 5.358 0.979
C 0.365 5.429 2.347
C 1.655 5.305 2.915
C 2.714 5.020 2.080
N -0.761 5.732 3.230
N -1.732 4.988 3.137
C -1.740 3.763 2.393
C -2.809 3.654 1.550
C -3.014 2.591 0.704
C -2.023 1.541 0.549
O -2.032 0.704 -0.350
C -0.949 1.614 1.541
N -0.005 0.604 1.527
C 0.951 0.607 2.399
C 1.133 1.639 3.358
C 0.224 2.664 3.413
C -0.837 2.691 2.462
H 4.659 2.782 -0.450
H 3.744 2.653 0.923
H 5.134 3.805 1.034
H 1.077 4.964 -0.869
H -0.793 5.586 0.548
H 1.795 5.434 3.961
H 3.702 4.971 2.532
H -3.517 4.417 1.671
H -3.868 2.517 0.025
H 1.612 -0.232 2.298
H 1.956 1.514 4.054
H 0.251 3.317 4.314
C 2.336 -5.555 -0.557
C 1.432 -4.476 0.197
O 0.707 -3.785 -0.498
C 1.536 -4.372 1.655
C 1.883 -5.475 2.450
C 2.111 -5.455 3.791
C 2.044 -4.200 4.422
C 1.660 -3.097 3.747
C 1.475 -3.128 2.266
O 1.258 -2.038 1.623
H 2.526 -5.280 -1.621
H 1.745 -6.480 -0.625
H 3.279 -5.770 -0.006
H 1.911 -6.407 1.954
H 2.338 -6.271 4.395
H 2.339 -4.126 5.475
H 1.821 -2.182 4.250
S -4.295 -3.094 1.800
C -2.973 -3.326 2.916
C -1.819 -2.793 2.464
C -1.950 -2.350 1.107
C -3.212 -2.398 0.613
C -3.738 -1.800 -0.683
C -5.071 -1.584 -0.898
C -5.453 -0.904 -2.032
C -4.536 -0.353 -2.877
C -3.198 -0.589 -2.509
N -2.801 -1.365 -1.551
H -3.194 -3.639 3.884
H -0.924 -2.784 2.965
H -5.781 -1.972 -0.184
H -6.490 -0.778 -2.262
H -4.847 0.244 -3.736
H -2.340 -0.380 -3.156
C -1.215 3.036 -3.314
S -0.067 2.918 -4.639
C -0.642 1.358 -5.384
H -2.194 2.761 -3.619
H -1.269 4.105 -3.102
H -0.844 2.454 -2.442
H -0.325 0.502 -4.743
H -0.179 1.252 -6.376
H -1.730 1.442 -5.551
S 1.070 -0.205 -1.367
C 1.424 -1.277 -2.708
C 2.742 -1.304 -3.205
C 3.047 -2.004 -4.330
C 2.050 -2.790 -4.937
C 0.744 -2.733 -4.483
C 0.413 -2.002 -3.365
H 3.469 -0.819 -2.550
H 4.031 -1.940 -4.724
H 2.256 -3.357 -5.792
H -0.022 -3.348 -4.877
H -0.546 -2.013 -2.866
```

Computed properties:
Total charge: -1
Energy: -94449.369 eV
Maximum force: 3.2 eV/A
Frontier orbital gap: 0.239 Ha



Here is a 4-piece molecular cluster, C41H37N4O13PS overall from OMol25. Energies are from the ωB97M-V functional and the def2-TZVPD basis.

The geometry in XYZ format:
```
97
C41H37N4O13PS, DFT the ωB97M-V functional and the def2-TZVPD basis
N -1.723 -0.392 4.723
C -0.560 -0.462 3.843
N -0.392 0.834 3.170
N 0.602 -0.724 4.685
C -0.704 -1.690 2.890
C -0.902 -1.368 1.427
C -2.208 -1.121 0.967
C -3.447 -1.217 1.838
C -4.238 -2.431 1.400
O -5.361 -2.371 0.971
C -2.436 -0.797 -0.363
C -1.382 -0.733 -1.254
C -0.083 -1.000 -0.821
C 0.181 -1.295 0.526
C 1.605 -1.512 0.985
C 2.507 -0.286 0.813
C 3.999 -0.622 0.968
C 4.497 -1.486 -0.163
O 4.385 -2.682 -0.208
O 5.076 -0.766 -1.145
C 0.964 -1.011 -1.866
O 2.020 -1.597 -1.757
C 0.702 -0.250 -3.146
C 1.924 0.024 -3.942
C 2.130 -0.600 -5.170
C 3.289 -0.311 -5.875
C 4.186 0.601 -5.331
N 4.004 1.210 -4.159
C 2.901 0.904 -3.481
C -0.547 0.067 -3.532
P -1.021 0.959 -5.042
O 0.270 1.774 -5.526
O -2.019 2.086 -4.474
S -1.789 -0.137 -6.390
C -1.692 -0.393 -2.676
O -2.819 -0.461 -3.099
H -2.450 0.145 4.258
H -1.470 0.174 5.530
H 0.390 0.830 2.527
H -1.224 1.123 2.670
H 0.806 0.129 5.200
H 1.409 -0.874 4.086
H -1.560 -2.275 3.220
H 0.150 -2.343 3.036
H -4.084 -0.351 1.658
H -3.228 -1.316 2.899
H -3.713 -3.401 1.458
H -3.443 -0.616 -0.719
H 1.601 -1.732 2.049
H 2.037 -2.383 0.495
H 2.372 0.202 -0.152
H 2.272 0.454 1.583
H 4.191 -1.171 1.889
H 4.570 0.306 0.984
H 5.427 -1.408 -1.782
H 1.384 -1.284 -5.555
H 3.472 -0.779 -6.831
H 5.090 0.853 -5.873
H 2.774 1.389 -2.517
H 0.651 2.344 -4.845
H -1.610 2.655 -3.810
O -3.700 3.005 10.875
C -2.966 2.409 10.119
C -1.571 2.865 9.880
C -0.765 2.212 9.048
C -1.226 1.002 8.324
O -0.494 0.403 7.563
C -2.617 0.543 8.562
C -3.424 1.196 9.395
H -1.261 3.751 10.420
H 0.254 2.524 8.857
H -2.925 -0.344 8.022
H -4.442 0.882 9.587
O 3.160 6.659 -4.387
C 4.287 6.228 -4.265
C 5.420 7.122 -3.915
C 6.655 6.648 -3.778
C 6.952 5.203 -3.965
O 8.077 4.772 -3.835
C 5.818 4.311 -4.315
C 4.585 4.789 -4.456
H 5.179 8.169 -3.781
H 7.498 7.278 -3.523
H 6.047 3.261 -4.443
H 3.747 4.152 -4.710
O -7.174 -4.797 -4.982
C -6.562 -4.904 -3.942
C -5.558 -5.983 -3.751
C -4.887 -6.106 -2.610
C -5.113 -5.170 -1.479
O -4.488 -5.281 -0.444
C -6.118 -4.094 -1.666
C -6.784 -3.969 -2.811
H -5.411 -6.651 -4.590
H -4.149 -6.882 -2.447
H -6.262 -3.426 -0.827
H -7.517 -3.190 -2.976
```

Computed properties:
SMILES string: NC(N)(N)Cc1c(CC=O)cc2c(c1CCCC(=O)O)C(=O)C(c1cccnc1)=C(P(O)(O)=S)C2=O.O=C1C=CC(=O)C=C1.O=C1C=CC(=O)C=C1.O=C1C=CC(=O)C=C1
Energy: -95818.210 eV
Maximum force: 0.7 eV/A
Frontier orbital gap: 0.270 Ha



Here is C41H37N4O7Ru as an isolated structure from OMol25. Energies are from the ωB97M-V functional and the def2-TZVPD basis.

The geometry in XYZ format:
```
90
C41H37N4O7Ru, DFT the ωB97M-V functional and the def2-TZVPD basis
Ru 0.155 0.653 1.659
C 1.796 -3.250 -2.582
C 0.593 -2.428 -3.022
C 0.075 -2.865 -4.375
O 0.942 -1.049 -3.074
C 0.385 -0.368 -1.952
C -0.231 -1.494 -1.122
O -0.457 -2.516 -2.084
C -1.518 -1.190 -0.332
O -1.214 -0.454 0.822
C -2.082 -2.555 0.125
C -2.909 -3.319 -0.692
C -3.398 -4.539 -0.247
C -3.077 -5.007 1.019
C -2.248 -4.253 1.836
C -1.748 -3.036 1.388
C -2.602 -0.445 -1.127
C -2.725 -0.515 -2.511
C -3.749 0.162 -3.164
C -4.670 0.907 -2.445
C -4.566 0.964 -1.062
C -3.539 0.297 -0.412
C 1.417 0.555 -1.266
O 0.767 1.231 -0.219
C 1.835 1.614 -2.318
C 2.441 1.280 -3.531
C 2.847 2.267 -4.420
C 2.650 3.608 -4.126
C 2.016 3.951 -2.943
C 1.609 2.964 -2.054
C 2.635 -0.222 -0.722
C 2.464 -0.893 0.479
C 3.490 -1.566 1.118
C 4.754 -1.578 0.545
C 4.955 -0.904 -0.650
C 3.910 -0.231 -1.276
H 2.596 -3.151 -3.316
H 1.506 -4.299 -2.501
H 2.165 -2.906 -1.615
H 0.879 -2.818 -5.109
H -0.732 -2.205 -4.690
H -0.299 -3.887 -4.308
H -0.401 0.308 -2.290
H 0.477 -1.863 -0.377
H -3.170 -2.967 -1.681
H -4.040 -5.125 -0.894
H -3.468 -5.956 1.366
H -1.985 -4.607 2.825
H -1.088 -2.458 2.020
H -2.031 -1.109 -3.087
H -3.829 0.097 -4.242
H -5.460 1.440 -2.959
H -5.293 1.525 -0.486
H -3.457 0.351 0.666
H 2.582 0.244 -3.798
H 3.327 1.979 -5.347
H 2.974 4.374 -4.820
H 1.836 4.994 -2.709
H 1.092 3.240 -1.152
H 1.474 -0.902 0.915
H 3.294 -2.087 2.048
H 5.571 -2.095 1.033
H 5.939 -0.886 -1.102
H 4.116 0.301 -2.194
N -0.674 3.143 4.117
C 0.295 3.541 3.221
C 0.932 4.756 3.491
C 1.927 5.203 2.657
C 2.287 4.422 1.566
C 1.609 3.246 1.359
N 0.609 2.811 2.154
C -1.450 2.010 4.194
C -2.207 1.829 5.355
C -3.048 0.747 5.450
C -3.107 -0.152 4.392
C -2.305 0.077 3.300
N -1.494 1.153 3.183
H -0.770 3.756 4.908
H 0.633 5.335 4.356
H 2.422 6.145 2.852
H 3.082 4.711 0.894
H 1.837 2.601 0.524
H -2.121 2.540 6.167
H -3.650 0.599 6.336
H -3.746 -1.023 4.420
H -2.287 -0.604 2.463
O 0.537 -1.177 3.187
N 1.424 -0.559 3.825
O 1.954 -1.008 4.805
O 1.733 0.593 3.363
```

Computed properties:
Multiplicity: 2
Energy: -65988.143 eV
Maximum force: 2.0 eV/A
Frontier orbital gap (alpha / beta): 0.273 / 0.291 Ha



Among the records above, which one has the highest energy? C41H37N4O7Ru



What did the third record say?
Here is C41H36N4O4S3Tl as an isolated structure from OMol25. Energies are from the ωB97M-V functional and the def2-TZVPD basis.

The geometry in XYZ format:
```
89
C41H36N4O4S3Tl, DFT the ωB97M-V functional and the def2-TZVPD basis
Tl -0.450 -1.336 0.144
C 4.328 3.377 0.408
O 3.424 4.375 -0.154
C 2.429 4.811 0.740
C 1.216 5.067 0.186
C 0.170 5.358 0.979
C 0.365 5.429 2.347
C 1.655 5.305 2.915
C 2.714 5.020 2.080
N -0.761 5.732 3.230
N -1.732 4.988 3.137
C -1.740 3.763 2.393
C -2.809 3.654 1.550
C -3.014 2.591 0.704
C -2.023 1.541 0.549
O -2.032 0.704 -0.350
C -0.949 1.614 1.541
N -0.005 0.604 1.527
C 0.951 0.607 2.399
C 1.133 1.639 3.358
C 0.224 2.664 3.413
C -0.837 2.691 2.462
H 4.659 2.782 -0.450
H 3.744 2.653 0.923
H 5.134 3.805 1.034
H 1.077 4.964 -0.869
H -0.793 5.586 0.548
H 1.795 5.434 3.961
H 3.702 4.971 2.532
H -3.517 4.417 1.671
H -3.868 2.517 0.025
H 1.612 -0.232 2.298
H 1.956 1.514 4.054
H 0.251 3.317 4.314
C 2.336 -5.555 -0.557
C 1.432 -4.476 0.197
O 0.707 -3.785 -0.498
C 1.536 -4.372 1.655
C 1.883 -5.475 2.450
C 2.111 -5.455 3.791
C 2.044 -4.200 4.422
C 1.660 -3.097 3.747
C 1.475 -3.128 2.266
O 1.258 -2.038 1.623
H 2.526 -5.280 -1.621
H 1.745 -6.480 -0.625
H 3.279 -5.770 -0.006
H 1.911 -6.407 1.954
H 2.338 -6.271 4.395
H 2.339 -4.126 5.475
H 1.821 -2.182 4.250
S -4.295 -3.094 1.800
C -2.973 -3.326 2.916
C -1.819 -2.793 2.464
C -1.950 -2.350 1.107
C -3.212 -2.398 0.613
C -3.738 -1.800 -0.683
C -5.071 -1.584 -0.898
C -5.453 -0.904 -2.032
C -4.536 -0.353 -2.877
C -3.198 -0.589 -2.509
N -2.801 -1.365 -1.551
H -3.194 -3.639 3.884
H -0.924 -2.784 2.965
H -5.781 -1.972 -0.184
H -6.490 -0.778 -2.262
H -4.847 0.244 -3.736
H -2.340 -0.380 -3.156
C -1.215 3.036 -3.314
S -0.067 2.918 -4.639
C -0.642 1.358 -5.384
H -2.194 2.761 -3.619
H -1.269 4.105 -3.102
H -0.844 2.454 -2.442
H -0.325 0.502 -4.743
H -0.179 1.252 -6.376
H -1.730 1.442 -5.551
S 1.070 -0.205 -1.367
C 1.424 -1.277 -2.708
C 2.742 -1.304 -3.205
C 3.047 -2.004 -4.330
C 2.050 -2.790 -4.937
C 0.744 -2.733 -4.483
C 0.413 -2.002 -3.365
H 3.469 -0.819 -2.550
H 4.031 -1.940 -4.724
H 2.256 -3.357 -5.792
H -0.022 -3.348 -4.877
H -0.546 -2.013 -2.866
```

Computed properties:
Total charge: -1
Energy: -94449.369 eV
Maximum force: 3.2 eV/A
Frontier orbital gap: 0.239 Ha



What is the maximum force in the fourth record? 0.7 eV/A



energy of number 4 (C41H37N4O13PS)? -95818.210 eV